C20H15N2NaO | ωB97M-V/def2-TZVPD

Geometry as XYZ:
```
39
Properties=species:S:1:pos:R:3
C -4.493 0.870 2.267
O -3.743 -0.336 2.569
C -2.388 -0.339 2.396
C -1.707 -1.494 2.853
C -0.338 -1.611 2.615
C 0.344 -0.606 1.902
C 1.752 -0.798 1.425
C 2.749 -0.069 2.117
C 4.120 -0.443 2.045
N 5.251 -0.753 1.970
C 2.488 1.107 2.895
N 2.290 2.102 3.503
C -0.296 0.602 1.631
C -1.680 0.721 1.779
H -5.534 0.592 2.472
H -4.171 1.709 2.919
H -4.379 1.167 1.204
H -2.251 -2.211 3.481
H 0.252 -2.428 3.046
H 2.027 -1.832 1.175
H 0.276 1.448 1.228
H -2.182 1.646 1.483
C 3.246 -1.795 -1.634
Na -1.356 -2.862 0.258
C 3.122 -0.588 -0.943
C 1.728 -0.367 -0.610
C 0.977 -1.369 -1.373
C 1.920 -2.343 -1.840
C 1.450 -3.508 -2.458
C 0.082 -3.636 -2.744
C -0.826 -2.619 -2.410
C -0.383 -1.470 -1.718
H 4.159 -2.272 -1.995
H 3.944 0.066 -0.645
H 1.279 0.616 -0.409
H 2.186 -4.270 -2.751
H -0.302 -4.520 -3.258
H -1.870 -2.669 -2.787
H -1.078 -0.643 -1.499
```

## Properties
HOMO level ... -6.60 eV
LUMO ... -1.26 eV
Total energy ... -30424.5138 eV
HOMO-LUMO gap ... 0.19611 hartree

=====

C20H15N3O4V | ωB97M-V/def2-TZVPD

Geometry as XYZ:
```
43
Properties=species:S:1:pos:R:3
V -0.404 0.801 -0.473
O -1.528 -3.549 -0.475
C -0.471 -3.923 -1.221
C -0.275 -5.300 -1.366
C 0.776 -5.781 -2.115
C 1.663 -4.907 -2.742
C 1.470 -3.551 -2.604
C 0.410 -3.027 -1.852
C 0.274 -1.560 -1.748
O -0.679 -1.107 -0.930
N 1.045 -0.771 -2.441
N 0.687 0.531 -2.108
C 0.944 1.558 -2.858
C 0.199 2.733 -2.483
C 0.239 3.952 -3.170
C -0.601 4.971 -2.805
C -1.507 4.772 -1.751
C -1.520 3.561 -1.116
N -0.692 2.545 -1.455
H -1.517 -2.571 -0.444
H -0.968 -5.966 -0.870
H 0.909 -6.852 -2.210
H 2.490 -5.289 -3.325
H 2.144 -2.850 -3.079
H 1.581 1.496 -3.733
H 0.938 4.073 -3.987
H -0.570 5.917 -3.329
H -2.189 5.548 -1.437
H -2.194 3.347 -0.296
O -1.518 0.886 1.345
C -0.409 1.120 1.899
O 0.573 1.460 1.134
C -0.184 0.932 3.346
C -1.254 0.607 4.173
C -1.038 0.412 5.527
C 0.244 0.539 6.049
C 1.311 0.864 5.222
C 1.099 1.064 3.867
H -2.242 0.501 3.746
H -1.865 0.158 6.176
H 0.413 0.380 7.106
H 2.309 0.959 5.630
H 1.912 1.320 3.202
```

## Properties
HOMO level (spin up / spin down) ... -6.82 / -8.13 eV
⟨S²⟩ ... 3.78
LUMO (spin up / spin down) ... -0.36 / -0.96 eV
Total energy ... -59333.6525 eV
HOMO-LUMO gap (spin up / spin down) ... 0.23712 / 0.26334 hartree
Multiplicity ... 4

=====

C20H16ClO5PdS4 | ωB97M-V/def2-TZVPD

Geometry as XYZ:
```
47
Properties=species:S:1:pos:R:3
Pd 0.091 -1.313 0.139
O 3.013 -3.843 0.085
S 1.947 -2.965 -0.295
O 1.704 -2.859 -1.725
O 2.132 -1.534 0.263
O 0.609 -3.293 0.398
C 0.111 -1.034 2.161
C -1.000 -1.681 2.859
C -2.111 -0.928 3.240
C -3.149 -1.518 3.937
C -3.092 -2.873 4.244
C -1.997 -3.632 3.855
C -0.952 -3.041 3.165
H 1.086 -1.482 2.327
H 0.103 0.051 2.164
H -2.157 0.119 2.964
H -4.010 -0.930 4.228
H -3.910 -3.339 4.779
H -1.961 -4.690 4.083
H -0.106 -3.626 2.826
O -0.036 0.636 0.045
C 0.351 1.295 -1.131
C -0.114 2.728 -0.931
C 0.237 3.854 -1.613
C -0.466 5.005 -1.166
C -1.331 4.719 -0.152
S -1.301 3.060 0.262
C 1.866 1.310 -1.302
C 2.743 1.667 -0.323
C 4.096 1.601 -0.737
C 4.217 1.208 -2.036
S 2.695 0.918 -2.750
C -0.345 0.679 -2.337
C -0.102 -0.544 -2.891
C -1.042 -0.887 -3.900
C -1.976 0.083 -4.092
S -1.731 1.411 -3.045
H 0.977 3.851 -2.401
H -0.328 5.996 -1.576
H -1.974 5.403 0.378
H 2.417 1.934 0.673
H 4.939 1.813 -0.095
H 5.121 1.051 -2.602
H 0.709 -1.197 -2.586
H -1.016 -1.818 -4.448
H -2.795 0.086 -4.792
Cl -2.166 -1.451 -0.147
```

## Properties
HOMO level ... -5.85 eV
Net charge ... -1
LUMO ... 1.60 eV
Total energy ... -90581.5955 eV
HOMO-LUMO gap ... 0.27404 hartree
ΔE to the lowest compared entry with this formula, charge and spin ... 0.538 eV

=====

> Among the records above, which one has the highest total energy?

C20H15N2NaO